Below is a gas-phase ion, C13H17N2 (charge +1), with properties calculated with ωB97M-V/def2-TZVPD.

Geometry (Å):
C (-2.87387, 0.83242, -0.85024)
C (-3.37406, 2.02697, -0.35015)
C (-1.27014, 2.52432, 0.64926)
C (-0.87173, 1.22703, 0.34827)
C (-1.66093, 0.29022, -0.37702)
C (-2.61014, 2.93015, 0.43586)
C (0.52269, 0.81882, 0.64499)
C (1.24028, -0.20731, 0.35248)
C (-1.30355, -1.74392, -1.51112)
C (2.27721, -1.76243, -1.21817)
C (1.62366, -2.74104, 0.89391)
C (3.50565, -0.99815, 0.86082)
C (2.07999, -1.38100, 0.26027)
N (-1.01106, -0.85488, -0.68583)
N (-2.94983, 4.12203, 0.99653)
H (-3.61462, 0.40088, -1.58744)
H (-4.27486, 2.37707, -0.60093)
H (-0.40555, 3.08975, 1.05475)
H (1.07582, 1.51137, 1.37767)
H (-0.67180, -2.71136, -1.61616)
H (-2.33478, -1.79580, -2.07520)
H (2.74684, -2.67824, -1.15378)
H (1.37174, -1.87986, -1.83632)
H (2.94166, -0.94098, -1.74454)
H (0.68070, -2.95959, 0.24803)
H (1.43705, -2.54512, 1.92029)
H (2.24675, -3.54494, 0.73253)
H (3.88022, -0.09408, 0.45030)
H (4.00366, -1.89040, 0.74198)
H (3.41647, -0.68929, 2.00836)
H (-3.63622, 4.52699, 0.37118)
H (-2.18725, 4.74034, 1.25942)

Forces on atoms 1 to 6 (eV/Å):
-2.61 0.11 -0.53
2.92 -0.92 0.55
1.01 -1.57 0.25
1.90 0.55 0.45
-0.81 1.16 -1.15
3.90 -0.14 1.72

For the HOMO-LUMO gap (alpha / beta), the calculation gives 0.2203 / 0.1944 Ha. The strongest force on any atom is 5.234 eV/A. The multiplicity is 3. The energy above the lowest of the compared OMol25 structures with the same formula, charge and spin is 18.7 kcal/mol. As for the expectation value of S²: 2.05. As for the LUMO energy (alpha / beta): -4.0888 / -7.0049 eV. Its total charge is +1.

---

Below is a molecular structure, C19H20FeNO3, with properties calculated with ωB97M-V/def2-TZVPD.

Geometry (Å):
O (1.59521, -2.35512, 1.69195)
C (1.00638, -1.35957, 1.55365)
Fe (0.65776, 0.34335, 1.17791)
C (2.15164, 0.89913, 2.26985)
O (3.22083, 1.07156, 2.68782)
C (2.11420, 0.33337, 0.05127)
O (3.16502, 0.31225, -0.44707)
C (-1.07696, 0.10020, 2.17876)
C (-1.64124, -0.54725, 0.96596)
C (-0.67571, -0.19343, -0.11220)
C (-0.52217, 1.20380, -0.30580)
C (-0.65968, 2.04562, 0.80081)
C (-0.84141, 1.48194, 2.07843)
H (-1.14020, -0.40948, 3.14298)
H (-1.80708, -1.62358, 1.10663)
H (-2.64572, -0.13478, 0.71933)
H (-0.42599, -0.91276, -0.89589)
H (-0.24738, 1.60003, -1.28411)
H (-0.46044, 3.11286, 0.69662)
H (-0.77926, 2.09989, 2.97844)
C (-6.51863, 1.22622, 5.51076)
C (-5.24773, 1.18261, 6.10120)
C (-4.30393, 0.24326, 5.67173)
C (-4.64116, -0.68887, 4.68476)
C (-3.69123, -1.82438, 4.33939)
C (-4.19544, -3.22678, 4.76173)
C (-3.97753, -4.14636, 3.54636)
C (-3.72479, -3.21739, 2.35331)
N (-3.35261, -1.93172, 2.93159)
C (-5.90382, -0.64315, 4.08630)
C (-6.84340, 0.30872, 4.50114)
H (-7.25082, 1.96992, 5.83416)
H (-4.98420, 1.87705, 6.90171)
H (-3.30090, 0.19513, 6.10666)
H (-2.73782, -1.63623, 4.84860)
H (-3.63484, -3.56374, 5.63969)
H (-5.26270, -3.17964, 5.00648)
H (-3.09642, -4.77665, 3.70480)
H (-4.85116, -4.77945, 3.36952)
H (-2.92148, -3.58349, 1.70063)
H (-4.62741, -3.13133, 1.72230)
H (-3.57402, -1.12419, 2.36687)
H (-6.15706, -1.36515, 3.30328)
H (-7.82891, 0.31936, 4.03282)

Forces on atoms 1 to 6 (eV/Å):
-1.65 2.08 -0.33
3.01 -5.44 0.94
2.03 0.33 1.86
4.15 1.87 3.11
-3.02 -0.69 -1.31
5.60 -0.02 -3.91

For the HOMO-LUMO gap (alpha / beta), the calculation gives 0.2239 / 0.1302 Ha. The strongest force on any atom is 6.835 eV/A. The multiplicity is 5. The energy above the lowest of the compared OMol25 structures with the same formula, charge and spin is 31.2 kcal/mol. As for the expectation value of S²: 6.11. As for the LUMO energy (alpha / beta): -2.5627 / -7.2810 eV. Its total charge is +1.

---

Below is a single C6H12FN molecule, with properties calculated with ωB97M-V/def2-TZVPD.

Geometry (Å):
C (2.31495, -0.09796, -0.64238)
C (0.06884, -0.60127, 0.46118)
C (-1.16869, -1.49002, 0.35499)
C (-2.02246, -0.21131, 0.07980)
C (-0.67995, 0.54699, -0.23599)
C (-0.44037, 1.94185, 0.31600)
H (2.95482, 0.77120, 0.08079)
H (2.07136, 0.69644, -1.66291)
H (3.10061, -0.66076, -0.98232)
H (1.46813, -1.83665, 0.13120)
H (0.32508, -0.61349, 1.61882)
H (-1.53695, -2.00803, 1.31059)
H (-1.10869, -2.21101, -0.42228)
H (-2.42232, 0.16981, 0.96020)
H (-0.25672, 0.38727, -1.29498)
H (0.59933, 2.06939, 0.13852)
H (-1.00285, 2.57837, -0.37597)
H (-0.51408, 1.89085, 1.43630)
N (1.24030, -1.06279, -0.26851)
F (-2.99034, -0.25890, -1.00306)

Forces on atoms 1 to 6 (eV/Å):
-0.84 4.35 -0.55
0.86 -0.67 2.13
-1.85 -0.12 1.84
1.96 -0.82 -3.71
0.53 -0.94 0.00
-0.17 -1.54 -0.39

For the HOMO-LUMO gap, the calculation gives 0.3653 Ha. The strongest force on any atom is 8.276 eV/A. The SMILES is CN[C@@H]1C[C@H](F)[C@H]1C. The energy above the lowest of the compared OMol25 structures with the same formula, charge and spin is 84.4 kcal/mol. As for the LUMO energy: 1.0352 eV.

---

Below is a molecular structure, C18H22O5PSc, with properties calculated with ωB97M-V/def2-TZVPD.

Geometry (Å):
Sc (-0.59122, 0.41535, 0.96388)
O (-4.17687, 2.41684, 1.34069)
C (-3.40819, 1.62065, 0.80493)
O (-2.74363, 0.68796, 1.37082)
C (-3.27555, 1.68692, -0.73495)
C (-2.98635, 0.30667, -1.32574)
C (-3.18317, 0.30668, -2.84856)
C (-1.90505, 1.03915, -3.32972)
C (-1.25386, 1.40359, -1.99495)
O (-1.54791, 0.21715, -1.21190)
C (-2.06516, 2.51228, -1.29527)
C (-1.16733, 3.29693, -0.31115)
O (-0.94760, 4.48158, -0.58043)
O (-0.68606, 2.63390, 0.66033)
H (-4.21080, 2.09986, -1.11422)
H (-3.43401, -0.52178, -0.78484)
H (-4.10193, 0.82500, -3.12648)
H (-3.23116, -0.71083, -3.23773)
H (-2.11006, 1.92197, -3.93527)
H (-1.25677, 0.36952, -3.89631)
H (-0.17763, 1.55677, -2.00944)
H (-2.41395, 3.23239, -2.03479)
C (3.09510, -0.66836, -0.09542)
P (1.82094, 0.61058, 0.24704)
C (2.47419, 1.83328, -1.06236)
C (2.59681, 1.48011, 1.67296)
H (4.07998, -0.19160, -0.10088)
H (2.92594, -1.12680, -1.07099)
H (3.05430, -1.45065, 0.65887)
H (3.55137, 2.02706, -0.98380)
H (1.93510, 2.77794, -0.94511)
H (2.26671, 1.43980, -2.06341)
H (3.62712, 1.77177, 1.43828)
H (2.56049, 0.80961, 2.52912)
H (2.01198, 2.37345, 1.89874)
C (0.56973, -0.86362, 1.85525)
C (0.90577, -2.21658, 2.02318)
C (1.17271, -2.82053, 3.30929)
C (1.48341, -4.15170, 3.47831)
C (1.58383, -5.03538, 2.39409)
C (1.34443, -4.49685, 1.12467)
C (1.02150, -3.16834, 0.94067)
H (1.10565, -2.16953, 4.17549)
H (1.65780, -4.52161, 4.48754)
H (1.82502, -6.08330, 2.53218)
H (1.39885, -5.14404, 0.25054)
H (0.80550, -2.81324, -0.06316)

Forces on atoms 1 to 6 (eV/Å):
-1.04 0.56 0.32
0.00 -0.02 -0.02
-0.04 -0.02 0.01
0.18 -0.08 -0.02
0.02 0.07 0.00
0.02 -0.06 0.01

For the HOMO-LUMO gap, the calculation gives 0.1362 Ha. The strongest force on any atom is 1.226 eV/A. The energy above the lowest of the compared OMol25 structures with the same formula, charge and spin is 10.7 kcal/mol. As for the LUMO energy: 4.7101 eV. Its total charge is -2.